Entry 1:
This record from the OMol25 dataset describes a molecular structure, C16H11MnN4O7S2 at a distorted geometry. The level of theory is ωB97M-V/def2-TZVPD.

Cartesian coordinates (Å):
Mn 1.62510 0.81557 1.09363
O -3.08627 2.34403 4.34598
C -2.00776 2.12025 3.59522
C -1.89479 2.55182 2.27062
C -0.75687 2.22033 1.59106
N 0.20513 1.52549 2.17357
C 0.16140 1.18875 3.46046
C -0.94102 1.45285 4.21655
C 1.47516 0.56104 3.84326
O 1.77951 0.18491 4.92652
O 2.28195 0.52447 2.74644
C -0.33597 2.53977 0.17915
O -0.98014 3.15468 -0.61037
O 0.90291 2.04927 -0.03899
H -3.77889 2.79618 3.85423
H -2.67472 3.12107 1.77788
H -0.98389 1.18608 5.26484
N -0.78503 -0.53634 -5.98785
C -0.81950 -0.71153 -4.64773
C -1.27834 0.32332 -3.80774
C -1.30931 0.15635 -2.45009
C -0.89567 -1.06610 -1.90550
C -0.43861 -2.11192 -2.72159
C -0.40843 -1.93618 -4.07875
S -0.85750 -1.27003 -0.20656
O -0.81334 -2.66203 0.13023
O -1.76166 -0.37774 0.43968
N 0.69946 -0.65816 0.13654
C 1.73638 -1.46738 0.38616
S 1.81566 -3.15348 0.75597
C 3.47209 -2.92885 1.13434
C 3.86065 -1.62242 0.99795
N 2.88970 -0.79931 0.54335
H -1.05963 0.33389 -6.39972
H -0.45745 -1.26070 -6.59559
H -1.61460 1.25686 -4.24478
H -1.66444 0.95384 -1.80825
H -0.14780 -3.05856 -2.27951
H -0.08437 -2.74391 -4.72698
H 4.08349 -3.76531 1.44877
H 4.84742 -1.23088 1.19760

Charge ... +1
E_HOMO (alpha / beta) ... -11.1 / -11.1 eV
2S+1 ... 2
E_LUMO (alpha / beta) ... -6.22 / -6.33 eV

Entry 2:
This record from the OMol25 dataset describes C16H11N3O in the gas phase at a distorted geometry. The level of theory is ωB97M-V/def2-TZVPD.

Cartesian coordinates (Å):
O -0.27883 2.44445 -1.97071
N 0.41878 2.63288 2.37262
N 0.06776 -0.39527 -0.08791
C -0.00591 1.57881 -1.15853
C 0.50212 2.83481 1.09407
C 0.57760 0.50896 0.66303
C -2.00767 -2.29697 -4.18767
C 1.43254 0.15557 4.88516
C 1.53322 -1.00396 4.12552
C -2.46166 -0.98556 -4.11161
C -0.80003 -2.66835 -3.59006
C 0.91278 1.36401 4.24118
C 1.14311 -0.95763 2.70201
C -1.92762 -0.10151 -3.23697
C -0.23969 -1.87478 -2.63571
C 0.66417 1.39006 2.90830
C 0.79590 0.29083 2.11238
C -0.75240 -0.49617 -2.42675
N -0.30430 0.25387 -1.24892
C 0.79116 1.80498 0.11200
H 0.30765 3.86294 0.85425
H -2.54911 -3.01188 -4.87604
H 1.81040 0.06730 5.84919
H 1.92891 -1.92319 4.48187
H -3.39558 -0.71138 -4.56692
H -0.35063 -3.67062 -3.91952
H 0.99130 2.26079 4.88311
H 1.00907 -1.93153 1.97273
H -2.30046 0.88596 -3.07431
H 0.54796 -2.17786 -2.02013
H 1.93944 1.87044 -0.14568

Energy above the lowest of the compared OMol25 structures with the same formula, charge and spin ... 183.3 kJ/mol
Structure (SMILES) ... O=C1[C@H]2C=Nc3ccccc3C2=NN1c1ccccc1
E_HOMO ... -8.3 eV
E_LUMO ... -0.20 eV

Entry 3:
This record from the OMol25 dataset describes a molecular structure, C16H11N4O3OsS3. The level of theory is ωB97M-V/def2-TZVPD.

Cartesian coordinates (Å):
Os 0.08722 -1.26390 0.16908
C 4.49221 -0.95416 -0.13190
C 4.73618 0.38928 -0.34860
C 3.66230 1.26435 -0.42054
C 2.37783 0.77074 -0.26794
N 2.15307 -0.54095 -0.06384
C 3.18522 -1.38670 0.00118
C 1.17092 1.63217 -0.32479
C 1.20666 3.01525 -0.40640
C 0.00603 3.70602 -0.43264
C -1.19015 3.01270 -0.37863
C -1.16091 1.62611 -0.30267
N 0.00650 0.97641 -0.27769
C -2.38141 0.78023 -0.22906
C -3.65179 1.30127 -0.42152
C -4.74772 0.45566 -0.32362
C -4.53531 -0.87975 -0.03983
C -3.23499 -1.33104 0.12343
N -2.18491 -0.52076 0.02991
H 5.29333 -1.67557 -0.07000
H 5.74601 0.75701 -0.46552
H 3.82755 2.31521 -0.60000
H 2.93200 -2.42786 0.15211
H 2.14397 3.54802 -0.43607
H 0.00416 4.78569 -0.48623
H -2.12718 3.54679 -0.38145
H -3.79123 2.34526 -0.65500
H -5.74764 0.83944 -0.47136
H -5.35370 -1.57885 0.04971
H -3.01216 -2.36883 0.32755
S -0.01394 -1.61498 4.78431
C 0.07040 -1.30190 3.25634
N 0.13947 -1.03389 2.09180
O 1.31724 -3.88176 0.04814
S -0.00619 -3.87281 -0.53802
O -0.92921 -3.10807 0.42677
O -0.57194 -5.05659 -1.06654
S 0.08208 -2.26928 -1.92048

Charge ... +1
E_HOMO (alpha / beta) ... -11.7 / -12.0 eV
2S+1 ... 5
E_LUMO (alpha / beta) ... -4.12 / -5.74 eV

Entry 4:
This record from the OMol25 dataset describes a molecular structure, C16H12AsClNO7RuS4. The level of theory is ωB97M-V/def2-TZVPD.

Cartesian coordinates (Å):
Ru -2.78175 -0.87247 -0.14103
O -0.88143 -4.37037 2.53471
C -1.59273 -3.26682 2.11102
O -2.74544 -3.38146 1.72787
C -0.85666 -2.02033 2.17587
C 0.42726 -1.92816 2.72868
C 1.02280 -0.69863 2.87132
C 0.30405 0.44942 2.46555
C -0.91379 0.28674 1.86721
N -1.50400 -0.91846 1.68269
C -1.71141 1.46133 1.34668
O -1.42076 2.60453 1.67440
O -2.68083 1.11971 0.57155
H -1.49155 -5.10151 2.37766
H 0.92218 -2.83283 3.05198
H 2.01452 -0.61428 3.29794
H 0.68241 1.45487 2.58563
S -6.26972 -3.44695 -2.22871
As -4.75155 -1.99991 -2.40496
S -4.96356 -0.48990 -0.71073
S -2.86065 -2.77797 -1.45576
S -4.41206 -1.04816 -4.23006
C 4.11994 0.45286 -1.06873
C 3.07004 1.49113 -0.80427
C 3.28868 2.54528 0.06349
C 2.27850 3.46009 0.32250
Cl 2.59244 4.77628 1.44002
C 1.03602 3.33261 -0.25682
C 0.80065 2.28757 -1.14400
C 1.81601 1.38171 -1.42348
O 1.70094 0.34590 -2.29264
C 0.41727 0.05018 -2.83491
C -0.63745 -0.27543 -1.78207
O -1.77850 0.22497 -1.94430
O -0.33454 -1.04187 -0.84568
H 5.03708 0.69068 -0.52883
H 4.34769 0.37630 -2.13333
H 3.76811 -0.53120 -0.75369
H 4.24737 2.64826 0.55693
H 0.23468 4.00819 0.00581
H -0.18776 2.16189 -1.56439
H 0.58650 -0.84800 -3.42814
H 0.06102 0.85422 -3.48297

Energy above the lowest of the compared OMol25 structures with the same formula, charge and spin ... 86.1 kJ/mol
Charge ... -2
E_HOMO (alpha / beta) ... -0.3 / -2.4 eV
2S+1 ... 6
E_LUMO (alpha / beta) ... 4.14 / 3.48 eV

Entry 5:
This record from the OMol25 dataset describes 3 unconnected molecules or ions with the total composition C16H12ClF16O6P. The level of theory is ωB97M-V/def2-TZVPD.

Cartesian coordinates (Å):
O 0.91412 3.20321 0.27514
C 0.73678 2.31963 1.06272
C 1.57548 2.12395 2.28160
C 1.87554 0.87158 2.65274
P 2.84702 0.65849 4.20941
O 1.58755 0.56084 5.28048
O 3.12032 -0.94235 4.13419
C 1.38375 -0.23776 1.77205
O 2.06134 -1.20220 1.48867
C 0.01981 -0.01560 1.20869
C -0.29032 1.23937 0.86822
Cl -1.80631 1.67732 0.20914
H 1.91567 2.98666 2.84363
H 1.33971 1.45718 5.53674
H 2.98707 -1.30885 5.01766
H -0.67260 -0.83876 1.09756
C -7.45278 -0.21739 -1.69077
C -6.44241 0.93343 -1.56793
C -4.98227 0.57162 -1.28742
F -4.85349 -0.03796 -0.09301
F -4.25340 1.71360 -1.25832
F -6.87254 1.83439 -0.66178
F -6.42424 1.54525 -2.78801
O -8.25631 -0.49170 -0.56100
C -7.87461 -1.37603 0.40723
C -7.75915 -0.69021 1.77255
F -6.83053 0.28430 1.73006
F -7.37609 -1.60832 2.68699
F -6.74679 -2.03275 0.08826
F -8.85675 -2.29848 0.52413
H -8.16338 0.12499 -2.44125
H -6.98784 -1.11957 -2.08894
H -4.58306 -0.07678 -2.07166
H -8.72154 -0.26380 2.06065
C 6.32250 -1.34424 -0.80292
C 5.99480 0.05876 -0.27053
C 4.53353 0.50316 -0.30447
F 4.06646 0.57754 -1.56740
F 4.43924 1.74316 0.24007
F 6.77188 0.97852 -0.88116
F 6.33011 0.04665 1.05265
O 6.84395 -1.43107 -2.11504
C 6.04159 -1.57090 -3.21075
C 6.21895 -0.40013 -4.18325
F 5.88282 0.75954 -3.58868
F 5.40370 -0.59114 -5.24455
F 4.75175 -1.75233 -2.88650
F 6.44890 -2.68014 -3.87213
H 7.14107 -1.68882 -0.17312
H 5.49438 -2.03558 -0.64578
H 3.90136 -0.17194 0.27702
H 7.25524 -0.34834 -4.52188

Structure (SMILES) ... FC(F)C(F)(F)COC(F)(F)C(F)F.FC(F)C(F)(F)COC(F)(F)C(F)F.O=C1C=C(P(O)O)C(=O)C=C1Cl
E_HOMO ... -9.3 eV
E_LUMO ... -1.32 eV

Entry 6:
This record from the OMol25 dataset describes C16H12F3NO3 in the gas phase at a distorted geometry. The level of theory is ωB97M-V/def2-TZVPD.

Cartesian coordinates (Å):
O 0.90174 2.26320 -0.61764
C 0.93640 1.06892 -0.84213
N -0.13408 0.39170 -1.33084
H -0.11987 -0.61473 -1.34974
C -1.40324 1.04672 -1.57016
C -2.37439 0.80764 -0.44287
C -3.54252 0.08918 -0.64070
C -4.40847 -0.13091 0.42384
C -4.11539 0.34991 1.69063
C -2.94454 1.06461 1.88494
C -2.08262 1.29300 0.82859
H -1.17452 1.85778 0.97676
H -2.70966 1.44699 2.86611
H -4.79505 0.17052 2.50897
C -5.65923 -0.92028 0.16409
F -5.38724 -2.19974 -0.16700
F -6.37328 -0.42196 -0.86210
F -6.48849 -0.97251 1.21378
H -3.79265 -0.29510 -1.61887
H -1.81812 0.69253 -2.51751
H -1.18175 2.11583 -1.64559
C 2.15890 0.24665 -0.61011
C 2.45720 -0.88348 -1.36127
C 3.62217 -1.61476 -1.14580
C 4.46531 -1.17620 -0.15324
C 4.17637 -0.03323 0.59922
C 3.03731 0.69716 0.38516
H 2.81087 1.58902 0.94455
O 5.18016 0.17679 1.50334
C 6.11721 -0.85697 1.29261
O 5.65329 -1.70430 0.26103
H 6.24086 -1.43937 2.21918
H 7.08799 -0.42344 1.00372
H 3.85999 -2.48558 -1.73298
H 1.79935 -1.19560 -2.15799

Structure (SMILES) ... O=C(NCc1cccc(C(F)(F)F)c1)c1ccc2c(c1)OCO2
E_HOMO ... -8.5 eV
E_LUMO ... 0.61 eV

Which formula does entry 1 have? C16H11MnN4O7S2